[1]
This record from OMol25 describes the molecule C2H3NOS at a distorted geometry. The level of theory is ωB97M-V with the def2-TZVPD basis set.

Summary:
Relative energy (zero: lowest compared OMol25 entry of this formula, charge and spin) (kJ/mol): 24.3
SMILES string: NC(=S)C=O
Net charge: 0
F_max (eV Å⁻¹): 2.18
Frontier orbital gap (eV): 8.206
LUMO energy (eV): -0.72

Each line ends with the natural charge from an NBO analysis.
Element x y z (Å)
N1 -0.09 -1.47 -0.09  -0.75
C1 -0.15 -0.15 -0.11  -0.02
S1 -1.37 0.83 -0.63  -0.10
C2 1.07 0.45 0.61  0.38
O1 1.99 -0.28 0.90  -0.51
H1 -0.79 -2.07 -0.54  0.41
H2 0.67 -1.99 0.39  0.42
H3 1.21 1.56 0.65  0.16

[2]
This record from OMol25 describes a structure of composition C21H35F5NiO4S2Si. The level of theory is ωB97M-V with the def2-TZVPD basis set.

Summary:
2S+1: 3
Relative energy (zero: lowest compared OMol25 entry of this formula, charge and spin) (kJ/mol): 0.0
Net charge: 0
F_max (eV Å⁻¹): 0.09
Expectation value of S²: 2.01
Frontier orbital gap (spin up / spin down) (eV): 8.485 / 8.655
LUMO energy (spin up / spin down) (eV): 0.25 / 0.21

Each line ends with the natural charge from an NBO analysis.
Element x y z (Å)
Ni1 -0.75 1.01 0.36  1.30
C1 2.11 -0.15 -1.82  -0.63
C2 2.00 -0.55 -0.35  0.28
C3 2.67 0.48 0.55  -0.63
C4 2.59 -1.93 -0.11  -0.63
O1 0.59 -0.55 0.01  -1.01
Si1 -0.58 -1.76 -0.18  2.17
S1 -2.30 -0.67 0.22  -0.94
O2 -0.35 -2.29 -1.71  -0.97
C5 -0.88 -3.45 -2.37  0.28
C6 -2.28 -3.77 -1.86  -0.65
C7 -0.92 -3.10 -3.85  -0.61
C8 0.07 -4.62 -2.11  -0.63
O3 -0.27 -3.04 0.77  -0.98
C9 -0.45 -3.28 2.18  0.29
C10 -1.90 -3.68 2.42  -0.64
C11 -0.10 -2.03 2.98  -0.64
C12 0.49 -4.42 2.53  -0.62
H1 3.16 -0.09 -2.11  0.21
H2 1.64 0.82 -1.98  0.20
H3 1.60 -0.88 -2.44  0.24
H4 3.74 0.52 0.34  0.21
H5 2.53 0.21 1.60  0.23
H6 2.25 1.47 0.39  0.21
H7 3.66 -1.91 -0.37  0.22
H8 2.10 -2.68 -0.73  0.23
H9 2.49 -2.22 0.93  0.22
H10 -2.94 -2.91 -2.00  0.23
H11 -2.26 -4.02 -0.80  0.22
H12 -2.69 -4.62 -2.40  0.21
H13 -1.58 -2.25 -4.02  0.22
H14 -1.28 -3.95 -4.43  0.21
H15 0.08 -2.84 -4.20  0.21
H16 0.14 -4.82 -1.04  0.23
H17 1.07 -4.38 -2.48  0.21
H18 -0.28 -5.51 -2.62  0.21
H19 -2.57 -2.87 2.14  0.23
H20 -2.06 -3.91 3.47  0.21
H21 -2.15 -4.57 1.83  0.21
H22 -0.77 -1.21 2.75  0.23
H23 0.93 -1.72 2.78  0.21
H24 -0.18 -2.24 4.05  0.22
H25 0.26 -5.30 1.92  0.21
H26 0.39 -4.70 3.58  0.21
H27 1.52 -4.14 2.34  0.21
F1 0.50 1.17 2.94  -0.36
C13 -0.17 1.96 2.03  0.18
F2 0.72 3.01 1.76  -0.39
C14 -1.30 2.63 2.81  0.89
F3 -1.99 3.44 1.99  -0.34
F4 -0.88 3.37 3.85  -0.32
F5 -2.15 1.71 3.29  -0.32
C15 0.81 3.92 -2.80  -0.81
S2 0.76 3.49 -1.06  1.30
O4 -0.32 2.42 -1.03  -1.05
C16 0.01 4.98 -0.45  -0.29
C17 -1.35 5.18 -0.60  -0.14
C18 -1.91 6.35 -0.11  -0.21
C19 -1.11 7.29 0.53  -0.18
C20 0.25 7.07 0.68  -0.20
C21 0.82 5.90 0.20  -0.20
H28 -0.20 4.13 -3.13  0.24
H29 1.23 3.07 -3.33  0.25
H30 1.45 4.80 -2.92  0.24
H31 -1.96 4.42 -1.07  0.23
H32 -2.97 6.52 -0.20  0.22
H33 -1.55 8.19 0.92  0.22
H34 0.87 7.79 1.19  0.22
H35 1.88 5.69 0.34  0.23

[3]
This record from OMol25 describes a structure of composition C7H18CoFI2OP2 at a distorted geometry. The level of theory is ωB97M-V with the def2-TZVPD basis set.

Summary:
2S+1: 5
Relative energy (zero: lowest compared OMol25 entry of this formula, charge and spin) (kJ/mol): 0.0
Net charge: +2
F_max (eV Å⁻¹): 8.66
Expectation value of S²: 6.04
Frontier orbital gap (spin up / spin down) (eV): 9.021 / 4.731
LUMO energy (spin up / spin down) (eV): -6.30 / -11.06

Each line ends with the natural charge from an NBO analysis.
Element x y z (Å)
I1 1.94 0.54 -1.63  0.19
I2 -2.20 -0.68 0.39  -0.30
Co1 0.36 -0.47 0.04  0.67
P1 -0.88 2.84 0.45  1.93
C1 0.46 4.05 0.40  -1.01
C2 -1.20 2.19 -1.19  -1.08
H1 -1.80 2.96 -1.73  0.31
H2 -2.80 4.12 1.00  0.30
H3 -1.78 1.24 -1.11  0.30
H4 -3.14 2.35 1.01  0.30
H5 1.37 3.62 -0.04  0.29
H6 -0.26 1.96 -1.74  0.26
C3 -2.42 3.14 1.30  -1.02
H7 0.13 4.89 -0.23  0.29
H8 -2.26 3.11 2.39  0.31
H9 0.70 4.40 1.43  0.30
P2 0.64 -2.54 -0.26  1.01
C4 2.27 -3.05 0.27  -0.99
C5 -0.55 -3.61 0.54  -0.97
H10 -0.40 -2.39 -2.42  0.27
H11 0.56 -3.91 -2.16  0.27
H12 1.37 -2.33 -2.53  0.26
C6 0.53 -2.82 -2.03  -0.97
H13 -1.57 -3.33 0.26  0.28
H14 -0.32 -4.63 0.22  0.27
H15 2.36 -4.12 0.07  0.28
H16 2.40 -2.85 1.33  0.27
H17 -0.45 -3.54 1.63  0.27
H18 3.03 -2.49 -0.28  0.26
C7 1.57 -0.26 1.28  0.39
O1 2.52 -0.15 1.94  -0.39
F1 -0.20 1.75 1.42  -0.55

[4]
This record from OMol25 describes a cluster of 2 separate species, C2H10N4S in total at a distorted geometry. The level of theory is ωB97M-V with the def2-TZVPD basis set.

Summary:
Relative energy (zero: lowest compared OMol25 entry of this formula, charge and spin) (kJ/mol): 364.2
Net charge: +2
F_max (eV Å⁻¹): 4.48
Frontier orbital gap (eV): 3.242
LUMO energy (eV): -11.51

Each line ends with the natural charge from an NBO analysis.
Element x y z (Å)
C1 1.99 1.00 -0.40  -0.05
C2 -0.04 0.07 0.60  0.09
N1 0.54 1.01 -0.01  -0.41
N2 2.20 -1.43 -0.20  -0.70
N3 2.76 -0.16 -0.11  -0.47
N4 -4.11 -0.21 -0.28  -0.60
S1 -5.41 0.60 -0.32  1.02
H1 1.84 1.32 -1.51  0.20
H2 2.46 1.79 0.10  0.24
H3 0.45 -0.93 0.69  0.28
H4 -1.03 0.17 0.94  0.19
H5 0.07 2.02 -0.06  0.46
H6 2.09 -1.88 -1.05  0.37
H7 2.77 -2.14 0.38  0.40
H8 3.54 0.01 0.43  0.41
H9 -3.88 -0.90 0.42  0.43
H10 -6.24 -0.33 0.36  0.16

[5]
This record from OMol25 describes a structure of composition C50H51CrN3O4Sb2. The level of theory is ωB97M-V with the def2-TZVPD basis set.

Summary:
2S+1: 4
Relative energy (zero: lowest compared OMol25 entry of this formula, charge and spin) (kJ/mol): 0.0
Net charge: +3
F_max (eV Å⁻¹): 0.79
Expectation value of S²: 3.83
Frontier orbital gap (spin up / spin down) (eV): 5.650 / 6.028
LUMO energy (spin up / spin down) (eV): -8.83 / -8.45

Each line ends with the Löwdin spin population.
Element x y z (Å)
Cr1 -1.56 -0.59 0.43  3.01
C1 -5.42 1.33 -0.30  0.00
C2 -5.65 0.88 -1.60  0.01
C3 -4.71 0.07 -2.22  0.00
C4 -3.56 -0.26 -1.52  0.01
N1 -3.34 0.19 -0.27  -0.02
C5 -4.26 0.96 0.33  0.01
C6 -2.50 -1.15 -2.03  -0.02
C7 -2.82 -2.30 -2.74  0.01
C8 -1.82 -3.15 -3.21  -0.02
C9 -0.48 -2.87 -2.94  0.00
C10 -0.14 -1.74 -2.23  -0.02
C11 -1.14 -0.85 -1.79  0.00
H1 -6.14 1.95 0.21  0.00
H2 -6.56 1.16 -2.12  0.00
H3 -4.86 -0.29 -3.22  0.00
H4 -4.02 1.28 1.33  0.00
H5 -3.86 -2.54 -2.93  0.00
H6 -2.09 -4.03 -3.78  0.00
H7 0.29 -3.54 -3.30  0.00
H8 0.89 -1.49 -2.03  0.00
C12 0.10 4.48 0.08  0.00
C13 1.12 3.79 0.98  0.00
C14 1.72 2.55 0.30  0.00
Sb1 1.96 0.89 1.65  0.00
C15 3.36 -0.12 0.40  0.00
C16 3.11 -0.21 -0.97  0.00
C17 3.99 -0.88 -1.80  0.00
C18 5.12 -1.49 -1.27  0.00
C19 5.38 -1.40 0.09  0.00
C20 4.51 -0.71 0.92  0.00
C21 3.32 1.88 2.95  0.00
C22 3.02 1.97 4.31  0.00
C23 3.87 2.66 5.17  0.00
C24 5.02 3.25 4.67  0.00
C25 5.33 3.15 3.32  0.00
C26 4.48 2.47 2.46  0.00
Sb2 -1.63 3.26 -0.11  0.01
C27 -2.76 4.48 -1.43  0.00
C28 -2.90 4.37 -2.81  0.00
C29 -3.68 5.29 -3.49  0.00
C30 -4.31 6.32 -2.80  0.00
C31 -4.18 6.42 -1.42  0.00
C32 -3.41 5.49 -0.73  0.00
C33 -0.69 1.76 -2.99  0.00
C34 -1.09 1.03 -4.09  0.00
C35 -0.50 1.31 -5.32  0.00
C36 0.45 2.31 -5.43  0.00
C37 0.83 3.05 -4.32  0.00
C38 0.25 2.77 -3.09  0.00
H9 0.49 4.87 -0.86  0.00
H10 -0.37 5.34 0.59  0.00
H11 0.63 3.53 1.92  0.00
H12 1.91 4.49 1.26  0.00
H13 2.69 2.77 -0.15  0.00
H14 1.08 2.19 -0.51  0.00
H15 2.24 0.28 -1.39  0.00
H16 3.80 -0.93 -2.87  0.00
H17 5.81 -2.01 -1.92  0.00
H18 6.28 -1.85 0.50  0.00
H19 4.73 -0.64 1.98  0.00
H20 2.13 1.51 4.71  0.00
H21 3.64 2.73 6.22  0.00
H22 5.69 3.78 5.34  0.00
H23 6.23 3.61 2.93  0.00
H24 4.74 2.39 1.41  0.00
H25 -2.39 3.58 -3.36  0.00
H26 -3.78 5.22 -4.56  0.00
H27 -4.91 7.04 -3.34  0.00
H28 -4.67 7.22 -0.89  0.00
H29 -3.33 5.59 0.35  0.00
H30 -1.87 0.28 -4.02  0.00
H31 -0.81 0.75 -6.19  0.00
H32 0.90 2.52 -6.39  0.00
H33 1.55 3.85 -4.40  0.00
H34 0.54 3.33 -2.21  0.00
N2 -1.74 -0.10 4.90  0.00
C39 -2.50 -1.17 4.17  0.00
C40 -2.36 -0.94 2.67  0.01
O1 -2.75 -1.77 1.85  0.01
O2 -1.75 0.13 2.30  0.01
H35 -2.36 0.55 5.39  0.00
H36 -1.20 0.42 4.20  0.00
H37 -1.10 -0.49 5.60  0.00
H38 -3.55 -1.17 4.47  0.00
H39 -2.08 -2.15 4.41  0.00
O3 -1.29 1.52 -1.70  0.02
N3 -0.67 0.30 -1.08  -0.06
C41 2.77 -7.76 1.86  0.00
C42 1.92 -6.56 1.59  0.01
C43 0.73 -6.67 0.86  0.00
C44 -0.06 -5.57 0.59  0.00
C45 -1.34 -5.79 -0.17  0.00
C46 0.37 -4.29 1.06  0.00
C47 -0.42 -3.18 0.67  0.00
O4 -0.18 -1.96 0.89  0.02
C48 1.55 -4.17 1.84  0.00
C49 2.01 -2.87 2.42  0.00
C50 2.30 -5.30 2.08  0.00
H40 2.35 -8.66 1.42  0.00
H41 2.87 -7.91 2.94  0.00
H42 3.77 -7.60 1.47  0.00
H43 0.42 -7.65 0.51  0.00
H44 -1.47 -6.84 -0.38  0.00
H45 -1.33 -5.26 -1.13  0.00
H46 -2.21 -5.45 0.39  0.00
H47 -1.33 -3.42 0.11  0.00
H48 1.21 -2.33 2.92  0.00
H49 2.38 -2.21 1.63  0.00
H50 2.82 -3.04 3.13  0.00
H51 3.20 -5.23 2.67  0.00